A) C3H3F3 | ωB97M-V/def2-TZVPD

Output
SMILES: CC(F)=C(F)F
HOMO-LUMO gap: 10.72 eV
2S+1: 1
total charge: 0

Positions of all 9 atoms, in Å:
C (0.172, -0.149, 0.391)
C (0.254, -1.325, -0.206)
C (-0.320, 1.146, -0.113)
F (0.664, -0.129, 1.789)
F (0.716, -2.448, 0.305)
F (-0.160, -1.507, -1.458)
H (-0.995, 1.591, 0.617)
H (-0.844, 0.990, -1.053)
H (0.513, 1.832, -0.272)


B) C3H3F3 | ωB97M-V/def2-TZVPD

Output
SMILES: F[C@@H]1CC1(F)F
HOMO-LUMO gap: 12.34 eV
2S+1: 1
total charge: 0

Positions of all 9 atoms, in Å:
C (0.191, -0.436, 0.678)
C (0.343, 0.849, -0.135)
C (-0.405, -0.323, -0.607)
H (1.107, -1.036, 0.758)
H (1.270, 1.255, -0.486)
H (-0.307, 1.600, 0.235)
F (-0.530, -0.547, 1.834)
F (-1.753, -0.205, -0.736)
F (0.084, -1.158, -1.541)


The structure with the most favorable energy is A); the runner-up is 0.0127 hartree above it.


A) C3H3F3 | ωB97M-V/def2-TZVPD

Output
SMILES: F/C=C(/F)CF
HOMO-LUMO gap: 10.60 eV
2S+1: 1
total charge: 0

Positions of all 9 atoms, in Å:
C (-0.212, 0.702, 1.092)
C (-0.150, 0.481, -0.430)
C (0.194, -0.653, -1.116)
H (0.326, 1.628, 1.388)
H (-1.260, 0.788, 1.405)
H (0.390, -0.771, -2.246)
F (0.331, -0.344, 1.761)
F (-0.655, 1.547, -1.091)
F (0.496, -1.739, -0.429)


B) C3H3F3 | ωB97M-V/def2-TZVPD

Output
SMILES: C=C(F)C(F)F
HOMO-LUMO gap: 11.54 eV
2S+1: 1
total charge: 0

Positions of all 9 atoms, in Å:
C (-0.639, 0.401, 0.292)
C (0.750, 0.154, -0.224)
C (1.733, -0.410, 0.475)
H (-0.964, 1.433, 0.216)
H (2.695, -0.658, 0.010)
H (1.583, -0.688, 1.539)
F (-1.495, -0.252, -0.501)
F (-0.710, -0.130, 1.499)
F (0.608, 0.276, -1.556)


The structure with the most favorable energy is B); the runner-up is 0.0184 hartree above it.


A) C2H6NO | ωB97M-V/def2-TZVPD

Output
HOMO-LUMO gap: 9.26 eV
2S+1: 1
total charge: +1

Positions of all 10 atoms, in Å:
C (2.519, -0.654, 0.156)
C (1.494, 0.342, 0.192)
N (-2.458, 0.361, -0.126)
O (2.717, 0.803, 0.277)
H (2.638, -1.283, 1.074)
H (2.676, -1.101, -0.866)
H (-2.697, -0.361, 0.572)
H (-2.882, 1.269, 0.063)
H (-2.651, 0.137, -1.113)
H (-1.356, 0.487, -0.229)


B) C2H6NO | ωB97M-V/def2-TZVPD

Output
HOMO-LUMO gap: 9.92 eV
2S+1: 1
total charge: +1

Positions of all 10 atoms, in Å:
C (1.119, 0.727, 0.153)
C (2.067, 1.174, 0.954)
N (-1.733, -1.097, -0.686)
O (0.226, 0.384, -0.569)
H (3.317, 0.939, 1.666)
H (-0.938, -0.354, -0.626)
H (1.731, 2.217, 1.158)
H (-1.395, -1.717, -0.002)
H (-1.768, -1.632, -1.566)
H (-2.625, -0.640, -0.483)


The structure with the most favorable energy is B); the runner-up is 0.0375 hartree above it.


A) C2H6NO | ωB97M-V/def2-TZVPD

Output
HOMO-LUMO gap (spin up / spin down): 9.33 / 9.33 eV
2S+1: 1
total charge: +1

Positions of all 10 atoms, in Å:
C (1.320, 1.062, -0.097)
C (-0.803, -1.209, 0.088)
N (-0.708, 0.215, -0.164)
O (-1.565, 0.992, -0.218)
H (1.286, 1.634, -1.139)
H (1.727, 0.044, 0.205)
H (1.295, 1.853, 0.787)
H (-0.266, -1.728, -0.621)
H (-1.945, -1.513, 0.043)
H (-0.340, -1.349, 1.117)


B) C2H6NO | ωB97M-V/def2-TZVPD

Output
SMILES: [NH2+]=CCO
HOMO-LUMO gap: 10.55 eV
2S+1: 1
total charge: +1

Positions of all 10 atoms, in Å:
C (-0.514, -0.734, -0.022)
C (-0.214, 0.448, -0.806)
N (0.706, 1.239, -0.331)
O (0.322, -0.619, 1.476)
H (-0.362, -1.655, -0.519)
H (-0.602, 0.509, -1.818)
H (-1.546, -0.729, 0.360)
H (0.954, 0.958, 0.636)
H (0.790, 2.136, -0.853)
H (0.466, -1.554, 1.878)


The structure with the most favorable energy is B); the runner-up is 0.1393 hartree above it.


A) C33H44GeN4O7V | ωB97M-V/def2-TZVPD

Output
HOMO-LUMO gap (spin up / spin down): 7.83 / 8.60 eV
2S+1: 3
total charge: +1

Positions of all 90 atoms, in Å:
V (0.319, 0.362, 0.750)
O (-1.768, -0.405, 0.863)
C (-2.315, 0.029, 2.132)
C (-1.287, -0.216, 3.215)
N (0.033, 0.350, 2.846)
C (0.142, 1.775, 3.202)
C (-0.554, 2.620, 2.119)
O (-1.162, 3.621, 2.392)
O (-0.444, 2.122, 0.896)
C (1.117, -0.578, 3.253)
C (0.987, -1.798, 2.316)
O (0.973, -2.924, 2.734)
O (0.790, -1.463, 1.044)
H (-1.673, -1.370, 0.875)
H (-3.239, -0.511, 2.340)
H (-2.551, 1.084, 2.000)
H (-1.169, -1.293, 3.354)
H (-1.625, 0.198, 4.169)
H (1.198, 2.049, 3.214)
H (-0.301, 1.999, 4.173)
H (1.022, -0.905, 4.289)
H (2.077, -0.087, 3.093)
N (-0.094, 2.912, -1.859)
C (-0.352, 2.471, -3.272)
C (0.336, 1.142, -3.547)
C (-0.246, -0.063, -2.802)
N (0.350, -0.200, -1.438)
C (-1.778, -0.080, -2.851)
C (-2.509, 1.257, -2.690)
N (-2.505, 1.679, -1.285)
C (-1.854, 2.363, -3.525)
H (0.853, 2.624, -1.535)
H (-0.824, 2.481, -1.234)
H (-0.181, 3.922, -1.760)
H (0.087, 3.233, -3.916)
H (1.409, 1.222, -3.364)
H (0.216, 0.959, -4.618)
H (0.084, -0.946, -3.357)
H (1.332, 0.082, -1.528)
H (0.404, -1.198, -1.230)
H (-2.165, -0.799, -2.124)
H (-2.052, -0.476, -3.832)
H (-3.529, 1.109, -3.061)
H (-2.692, 0.903, -0.663)
H (-3.204, 2.395, -1.113)
H (-2.350, 3.317, -3.328)
H (-1.992, 2.157, -4.588)
O (2.324, 1.914, -1.095)
C (2.733, 1.802, 0.071)
O (2.128, 1.091, 0.962)
C (3.929, 2.587, 0.543)
C (5.150, 2.383, -0.359)
Ge (6.006, 0.624, -0.166)
C (7.525, 0.528, -1.379)
C (8.582, 1.425, -1.223)
C (9.679, 1.385, -2.070)
C (9.736, 0.440, -3.085)
C (8.697, -0.463, -3.247)
C (7.599, -0.418, -2.399)
C (4.689, -0.731, -0.683)
C (4.142, -0.685, -1.967)
C (3.264, -1.667, -2.406)
C (2.903, -2.707, -1.558)
C (3.427, -2.760, -0.275)
C (4.315, -1.782, 0.154)
C (6.615, 0.356, 1.664)
C (6.561, 1.374, 2.615)
C (7.046, 1.178, 3.902)
C (7.593, -0.045, 4.256)
C (7.666, -1.066, 3.319)
C (7.187, -0.862, 2.034)
H (4.125, 2.317, 1.579)
H (3.624, 3.639, 0.527)
H (5.887, 3.167, -0.181)
H (4.851, 2.483, -1.405)
H (8.561, 2.160, -0.425)
H (10.493, 2.086, -1.935)
H (10.593, 0.404, -3.745)
H (8.743, -1.207, -4.032)
H (6.796, -1.134, -2.533)
H (4.428, 0.108, -2.650)
H (2.882, -1.637, -3.421)
H (2.226, -3.480, -1.897)
H (3.148, -3.568, 0.389)
H (4.721, -1.843, 1.157)
H (6.155, 2.344, 2.354)
H (7.004, 1.983, 4.624)
H (7.974, -0.200, 5.257)
H (8.106, -2.018, 3.586)
H (7.274, -1.664, 1.308)


B) C33H44GeN4O7V | ωB97M-V/def2-TZVPD

Output
HOMO-LUMO gap (spin up / spin down): 9.23 / 9.22 eV
2S+1: 3
total charge: +1

Positions of all 90 atoms, in Å:
V (1.530, -2.061, 2.101)
O (1.830, -0.330, 2.792)
C (1.482, -0.168, 4.156)
C (0.217, -0.961, 4.410)
N (0.414, -2.356, 3.938)
C (1.255, -3.148, 4.862)
C (2.712, -3.223, 4.391)
O (3.595, -3.499, 5.156)
O (2.860, -3.022, 3.093)
C (-0.880, -2.966, 3.597)
C (-1.304, -2.570, 2.179)
O (-2.408, -2.839, 1.762)
O (-0.359, -2.002, 1.478)
H (1.919, 1.030, 1.997)
H (2.304, -0.516, 4.792)
H (1.314, 0.888, 4.384)
H (-0.084, -0.955, 5.462)
H (-0.583, -0.529, 3.808)
H (1.220, -2.760, 5.880)
H (0.891, -4.176, 4.895)
H (-0.787, -4.054, 3.611)
H (-1.669, -2.704, 4.306)
N (-0.247, -1.029, -1.650)
C (0.860, -1.880, -1.130)
C (0.568, -3.365, -1.209)
C (1.637, -4.158, -0.440)
N (1.400, -4.066, 1.022)
C (3.059, -3.693, -0.759)
C (3.245, -2.177, -0.778)
N (3.103, -1.598, 0.586)
C (2.214, -1.539, -1.712)
H (-1.106, -1.228, -1.127)
H (-0.422, -1.102, -2.657)
H (0.002, -0.048, -1.441)
H (0.873, -1.582, -0.098)
H (0.572, -3.697, -2.252)
H (-0.419, -3.585, -0.791)
H (1.552, -5.203, -0.746)
H (2.106, -4.617, 1.504)
H (0.502, -4.495, 1.230)
H (3.333, -4.067, -1.748)
H (3.759, -4.152, -0.054)
H (4.246, -1.959, -1.157)
H (3.122, -0.582, 0.514)
H (3.916, -1.858, 1.144)
H (2.337, -1.947, -2.719)
H (2.356, -0.460, -1.761)
O (2.047, 1.945, 1.568)
C (1.654, 1.946, 0.319)
O (1.239, 0.935, -0.240)
C (1.808, 3.269, -0.389)
C (0.494, 3.955, -0.792)
Ge (-1.041, 2.924, -1.470)
C (-2.430, 4.145, -2.066)
C (-2.342, 4.770, -3.310)
C (-3.328, 5.649, -3.733)
C (-4.418, 5.913, -2.913)
C (-4.519, 5.296, -1.675)
C (-3.531, 4.416, -1.255)
C (-1.774, 1.836, -0.018)
C (-1.477, 2.151, 1.305)
C (-2.048, 1.442, 2.356)
C (-2.913, 0.392, 2.097)
C (-3.221, 0.060, 0.784)
C (-2.666, 0.787, -0.259)
C (-0.606, 1.778, -3.006)
C (0.699, 1.497, -3.414)
C (0.955, 0.588, -4.435)
C (-0.097, -0.062, -5.068)
C (-1.407, 0.231, -4.701)
C (-1.654, 1.151, -3.689)
H (2.404, 3.060, -1.279)
H (2.397, 3.932, 0.243)
H (0.715, 4.712, -1.547)
H (0.094, 4.511, 0.059)
H (-1.501, 4.566, -3.966)
H (-3.249, 6.127, -4.700)
H (-5.189, 6.597, -3.242)
H (-5.370, 5.497, -1.036)
H (-3.626, 3.933, -0.288)
H (-0.803, 2.968, 1.538)
H (-1.818, 1.723, 3.378)
H (-3.358, -0.171, 2.908)
H (-3.891, -0.766, 0.584)
H (-2.954, 0.541, -1.278)
H (1.533, 1.983, -2.926)
H (1.975, 0.394, -4.743)
H (0.098, -0.767, -5.865)
H (-2.233, -0.243, -5.216)
H (-2.682, 1.394, -3.439)


The structure with the most favorable energy is B); the runner-up is 0.0279 hartree above it.


A) C5H6N3 | ωB97M-V/def2-TZVPD

Output
SMILES: Cc1[nH]cc(C#N)[nH+]1
HOMO-LUMO gap: 10.84 eV
2S+1: 1
total charge: +1

Positions of all 14 atoms, in Å:
C (-1.698, 0.261, -2.273)
C (-1.603, 0.329, 0.337)
C (-1.157, 0.272, -0.939)
C (0.561, -0.037, 0.411)
C (1.918, -0.414, 0.929)
N (-2.238, -0.003, -3.261)
N (-0.493, 0.235, 1.174)
N (0.195, -0.006, -0.883)
H (-2.463, 0.744, 0.867)
H (1.690, -0.980, 1.863)
H (2.542, -1.077, 0.260)
H (2.612, 0.497, 1.025)
H (-0.596, 0.242, 2.193)
H (0.729, -0.063, -1.704)


B) C5H6N3 | ωB97M-V/def2-TZVPD

Output
HOMO-LUMO gap (spin up / spin down): 6.11 / 6.11 eV
2S+1: 1
total charge: +1

Positions of all 14 atoms, in Å:
C (-2.230, 0.379, -0.470)
C (-2.241, -0.042, 0.859)
C (2.187, -0.069, -0.730)
C (1.161, -0.261, 0.261)
C (-0.921, 0.327, -0.906)
N (2.487, 0.971, -1.358)
N (-0.990, -0.347, 1.223)
N (-0.151, -0.052, 0.158)
H (-3.082, 0.652, -1.057)
H (-3.074, -0.164, 1.526)
H (2.780, -1.002, -0.789)
H (1.492, -0.741, 1.178)
H (3.234, 0.933, -2.043)
H (-0.652, -0.583, 2.148)


The structure with the most favorable energy is A); the runner-up is 0.1807 hartree above it.